#a
DFT (the ωB97M-V functional and the def2-TZVPD basis) results for 4 unconnected molecules or ions with the total composition C3H14O4.

The geometry in ORCA input format:
```
! wB97M-V def2-TZVPD RIJCOSX def2/J DEFGRID3
* xyz 0 1
O 3.2987 -3.9688 0.8269
O 0.5359 -0.6471 -3.9420
O 1.9976 5.2902 -0.8521
O -2.6768 0.5595 0.5245
C -1.9035 -0.4692 1.0353
C -0.9532 0.0461 2.1550
C -1.1882 -1.0248 -0.0877
H -2.4645 -1.3812 1.3203
H -1.8365 -0.8234 -0.9811
H 3.3132 -3.5234 -0.0312
H -0.3210 -0.3310 -0.2810
H 0.6162 0.3073 -4.3932
H -0.1962 -0.7428 2.4404
H 0.5415 -0.4026 -2.9757
H -1.6961 0.0482 2.9352
H -0.7356 -1.9815 -0.0766
H -0.4513 0.9540 1.8415
H 1.9106 6.2465 -0.8259
H 1.7331 5.0256 0.0483
H -3.4251 0.2892 0.0226
H 3.9013 -3.4709 1.2966
*
```

Summary:
- structure (SMILES) = CC(C)O.O.O.O
- gap between HOMO and LUMO (Eh) = 0.3956

***

#b
DFT (the ωB97M-V functional and the def2-TZVPD basis) results for a molecular structure, C3H14O4.

The geometry in ORCA input format:
```
! wB97M-V def2-TZVPD RIJCOSX def2/J DEFGRID3
* xyz 0 1
O 0.7929 -1.3772 -0.7051
O -0.7537 -2.7748 0.4451
O -0.8769 1.9497 -1.0221
O 1.2847 1.0617 -1.9860
C 0.3648 1.7645 1.5170
C 0.4448 -0.7130 1.8331
C -0.0360 0.4069 1.1817
H -2.5139 -0.3975 -2.3317
H -0.7633 -3.7257 0.2501
H 1.0634 0.1902 -1.6260
H 0.0216 -2.0613 -0.2470
H -0.4205 2.5100 1.7170
H 0.8271 2.1728 0.6021
H 1.1746 -0.5923 2.6316
H 0.5286 1.6119 -1.6416
H 1.0363 1.7943 2.3685
H -1.4276 1.9566 -1.8171
H 0.0296 -1.6800 1.5606
H 1.5744 -1.9090 -0.8993
H -0.5198 0.3234 0.2238
H -1.8309 -0.5112 -2.0547
*
```

Summary:
- gap between HOMO and LUMO (Eh) = 0.1430

***

#c
DFT (the ωB97M-V functional and the def2-TZVPD basis) results for 4 unconnected molecules or ions with the total composition C3H14O4.

The geometry in ORCA input format:
```
! wB97M-V def2-TZVPD RIJCOSX def2/J DEFGRID3
* xyz 0 1
O -1.0911 2.3104 -0.1734
O -1.8918 -2.2031 1.1500
O -2.3489 0.5896 1.6850
O 0.8084 -1.2570 0.3118
C 1.5243 -0.4728 -0.6941
C 2.0448 0.8002 0.0175
C 0.5593 -0.2113 -1.8146
H 1.0835 -0.9301 1.1672
H 0.1071 0.7797 -1.7336
H 3.0146 0.5041 0.4505
H -1.2140 -2.4127 1.8067
H 1.0188 -0.2095 -2.8085
H -1.1709 1.7005 0.5688
H -0.2554 -0.9387 -1.7887
H -3.2691 0.6922 1.4924
H -2.1706 -0.3669 1.5298
H -1.6357 1.8388 -0.8301
H 2.4251 -1.0409 -0.9346
H 1.5241 1.2065 0.8852
H 2.2657 1.5857 -0.7023
H -1.3283 -1.9645 0.4149
*
```

Summary:
- structure (SMILES) = CC(C)O.O.O.O
- gap between HOMO and LUMO (Eh) = 0.4108

***

#c is favored, and the nearest alternative lies 1.484 eV above it.